78
Properties=species:S:1:pos:R:3:forces:R:3 method="wB97M-V/def2-TZVPD" homo_energy_ev=-9.48 charge=0 orbital_gap_ev=9.713
C -2.5054 1.8665 -2.7831 0.11 0.18 -0.30
C -1.0935 2.4252 -2.5463 -0.12 -0.02 0.10
C -0.1207 1.8354 -3.5721 -0.08 0.02 -0.10
C -0.6766 2.2113 -1.0591 -0.17 0.14 -0.04
Si 0.9675 1.4132 -0.6541 0.21 0.25 0.07
O 0.8568 0.7128 0.8638 -0.25 -0.29 -0.41
Si 0.0021 -0.5937 1.3532 0.21 0.20 0.47
I -1.1817 -1.7077 -0.4822 0.00 -0.03 -0.05
C 1.2245 -1.7445 2.2477 0.18 -0.02 -0.44
Br 0.7342 -1.6955 4.1330 -0.08 -0.14 0.15
C 1.4039 -3.1696 1.7209 -0.05 -0.04 0.13
C 2.1768 -4.1230 2.6191 0.14 0.04 -0.13
Br 2.4019 -2.9577 0.0344 -0.06 -0.04 -0.05
H -2.5891 0.8383 -2.4135 -0.02 0.14 -0.01
H -3.2728 2.4888 -2.3102 0.15 -0.22 0.12
H -2.7273 1.8469 -3.8575 -0.02 -0.01 0.12
H -1.1394 3.5098 -2.7101 0.07 -0.15 -0.08
H -0.4721 2.0549 -4.5870 0.05 -0.01 0.13
H 0.8896 2.2551 -3.4839 -0.11 -0.11 0.07
H -0.0605 0.7446 -3.4791 0.03 0.16 0.01
H -0.6722 3.1808 -0.5410 0.00 -0.17 -0.01
H -1.4558 1.6252 -0.5515 0.15 0.02 -0.05
H 1.4079 0.3935 -1.6225 -0.05 -0.10 0.06
H 2.0372 2.4295 -0.5540 -0.01 -0.01 0.03
H -1.0563 -0.1658 2.2767 -0.02 -0.01 -0.03
H 2.1961 -1.2393 2.1854 -0.23 -0.05 0.21
H 0.4523 -3.6054 1.4080 0.09 0.05 0.09
H 3.1555 -3.7024 2.8738 -0.17 -0.02 0.01
H 2.3420 -5.0697 2.0980 -0.07 0.11 0.08
H 1.6202 -4.3113 3.5402 0.05 0.02 -0.12
Br -5.6933 1.4001 -5.7643 -0.02 0.00 0.02
C -6.5792 3.0426 -5.2257 0.03 -0.05 -0.04
C -5.8879 3.6982 -4.0590 0.04 -0.01 0.06
Br -6.2013 2.7459 -2.3967 -0.06 0.01 0.01
H -7.6067 2.7799 -4.9941 0.00 0.03 -0.01
H -6.5542 3.6976 -6.0937 0.02 0.00 0.01
H -6.2700 4.7050 -3.9065 -0.03 -0.01 -0.01
H -4.8104 3.7316 -4.1945 0.00 0.02 -0.01
Br -3.1377 -4.1163 -2.8866 -0.02 0.01 0.00
C -4.3131 -4.1811 -1.3394 0.02 0.04 -0.01
C -4.1755 -5.4773 -0.5846 0.00 -0.02 -0.05
Br -4.9876 -6.9536 -1.5509 -0.01 -0.05 0.04
H -5.3208 -4.0295 -1.7143 -0.01 0.00 0.03
H -4.0247 -3.3429 -0.7077 0.03 -0.01 0.00
H -4.6926 -5.4163 0.3702 -0.02 0.01 -0.02
H -3.1358 -5.7454 -0.4231 0.00 0.03 0.03
Br 2.0563 1.8324 3.7332 -0.13 0.07 -0.10
C 2.5495 2.6904 5.4016 0.07 -0.14 -0.06
C 3.0315 1.6925 6.4220 -0.06 -0.02 0.06
Br 1.5721 0.6651 7.1896 0.01 0.00 -0.01
H 1.6834 3.2444 5.7500 0.02 0.03 -0.02
H 3.3540 3.3693 5.1350 -0.01 0.07 0.04
H 3.5091 2.2026 7.2559 0.00 0.01 -0.01
H 3.7177 0.9706 5.9889 0.04 0.03 0.01
Br 6.5029 2.0453 1.0111 0.01 0.02 -0.04
C 5.7565 1.4547 2.7020 -0.03 0.02 -0.03
C 5.9926 -0.0153 2.9329 -0.03 -0.04 0.03
Br 4.8570 -1.1367 1.8229 0.14 0.08 -0.01
H 4.6993 1.7061 2.6786 0.05 -0.03 0.03
H 6.2526 2.0377 3.4758 0.01 0.02 -0.01
H 5.7600 -0.2779 3.9629 -0.04 0.01 0.00
H 7.0159 -0.3003 2.7087 0.01 0.00 0.03
Br 5.6618 6.0121 1.9619 0.01 -0.06 0.13
C 6.4366 6.8356 3.5406 -0.01 0.07 -0.08
C 7.0242 5.8353 4.5030 -0.06 0.00 -0.05
Br 5.6319 4.8882 5.4803 0.09 -0.06 -0.01
H 5.6493 7.4203 4.0065 0.02 0.03 0.00
H 7.2135 7.5024 3.1733 0.03 -0.02 0.03
H 7.6185 6.3407 5.2603 -0.01 0.02 0.00
H 7.6272 5.0835 4.0029 -0.02 0.00 -0.01
Br -6.1887 -5.0245 -6.0269 0.00 -0.01 0.03
C -4.9639 -6.3979 -5.4024 -0.04 0.03 -0.04
C -5.3865 -7.7781 -5.8327 -0.02 -0.02 0.01
Br -6.9264 -8.4285 -4.8372 0.03 0.04 -0.01
H -4.9170 -6.3006 -4.3236 0.04 -0.01 0.01
H -3.9945 -6.1524 -5.8304 -0.01 -0.01 -0.02
H -4.5857 -8.4889 -5.6414 0.00 0.01 0.02
H -5.6648 -7.8127 -6.8814 0.03 0.00 -0.01

***

8
Properties=species:S:1:pos:R:3:forces:R:3 method="wB97M-V/def2-TZVPD" homo_energy_ev="-11.71 / -7.59" charge=0 orbital_gap_ev="9.917 / 3.819"
C 0.5417 0.0680 -0.6051 0.25 -0.88 -2.08
O -0.4691 -0.6135 0.0689 -0.56 -0.49 0.71
F 1.7824 1.4156 1.3151 -0.29 -0.04 -0.16
F -2.2168 -1.3235 1.4123 -0.34 0.76 -0.69
P -1.9553 -0.2166 0.2808 0.07 -0.85 1.24
H 1.4895 -0.3471 -0.3183 0.24 0.06 0.21
H 0.4846 1.1066 -0.4847 0.20 1.62 0.89
H 0.3429 -0.0894 -1.6691 0.43 -0.18 -0.12

***

11
Properties=species:S:1:pos:R:3:forces:R:3 method="wB97M-V/def2-TZVPD" homo_energy_ev="-9.10 / -8.76" charge=0 orbital_gap_ev="9.237 / 8.378"
C 2.0366 0.2588 0.1223 0.31 -0.51 -0.15
C -2.3340 0.1830 -0.0573 1.80 -0.48 0.01
N 0.5948 0.4421 0.1052 0.39 1.14 0.22
N -0.1081 -0.5170 -0.1007 -3.16 0.05 -0.12
O 0.0166 -1.7000 -0.3267 0.72 -0.18 0.00
H 2.3381 -0.5606 -0.5385 0.06 0.10 0.07
H 2.3497 0.0255 1.1423 0.04 0.01 -0.04
H 2.4944 1.1961 -0.1881 -0.03 -0.09 0.04
H -2.1362 1.2039 0.2001 0.05 0.27 0.05
H -2.5818 -0.0520 -1.0716 -0.06 -0.09 -0.31
H -2.6699 -0.4798 0.7131 -0.10 -0.22 0.22

***

95
Properties=species:S:1:pos:R:3:forces:R:3 method="wB97M-V/def2-TZVPD" homo_energy_ev="-7.77 / -7.77" charge=0 orbital_gap_ev="7.033 / 6.988" spin_multiplicity=4
Co -1.0075 -0.0396 0.2836 0.49 0.72 -0.07
O -6.9421 -2.8896 2.1686 0.05 0.01 0.01
C -5.9113 -2.9446 2.8590 -0.12 -0.05 0.07
O -5.6861 -3.3986 3.9916 0.02 0.02 -0.04
C -4.6657 -2.3206 2.1729 0.06 0.03 -0.05
C -3.4374 -2.2990 2.8260 0.00 -0.02 0.03
C -2.3536 -1.7174 2.1935 0.08 0.03 0.00
N -2.4898 -1.1958 0.9785 0.00 -0.02 0.03
C -3.6453 -1.2207 0.3216 0.03 0.05 -0.14
C -4.7720 -1.7780 0.8963 -0.01 -0.01 0.01
C -3.5482 -0.6294 -1.0485 -0.02 -0.15 0.15
C -4.5736 -0.7093 -1.9752 0.00 0.04 -0.11
C -4.3533 -0.2235 -3.2554 -0.07 -0.05 0.05
C -3.1184 0.3123 -3.5795 0.10 0.03 0.02
C -2.1478 0.3748 -2.5932 -0.04 0.13 0.00
N -2.3657 -0.0624 -1.3560 -0.18 -0.19 0.13
C -0.9653 -1.6094 2.7370 -0.14 -0.04 -0.08
C -0.5677 -2.2567 3.8920 0.10 -0.01 0.06
C 0.7589 -2.1632 4.2868 -0.08 -0.03 0.02
C 1.6480 -1.4296 3.5213 0.05 0.05 -0.07
C 1.1723 -0.7994 2.3825 0.00 0.06 0.07
N -0.1001 -0.8794 2.0099 -0.21 -0.23 0.06
H -3.3952 -2.7409 3.8125 -0.03 0.01 0.01
H -5.7428 -1.8162 0.4198 -0.01 -0.02 0.02
H -5.5167 -1.1594 -1.7012 0.00 0.00 -0.02
H -5.1396 -0.2770 -3.9967 0.00 -0.01 0.00
H -2.9036 0.6809 -4.5721 0.00 0.00 0.00
H -1.1648 0.7929 -2.7770 0.00 0.01 -0.01
H -1.2779 -2.8421 4.4575 0.01 0.00 0.01
H 1.0934 -2.6694 5.1827 0.00 -0.01 -0.01
H 2.6921 -1.3460 3.7882 -0.01 0.01 0.00
H 1.8147 -0.2024 1.7435 0.04 0.00 0.00
C 7.3239 1.9565 0.4502 0.00 -0.02 0.00
C 5.8897 2.2460 0.8097 0.01 0.03 -0.01
C 5.3505 1.6866 1.9642 -0.03 0.01 -0.01
C 4.0360 1.9448 2.3203 -0.02 -0.07 0.02
C 3.2535 2.7677 1.5322 0.06 -0.02 0.01
C 3.7787 3.3291 0.3739 0.00 0.02 0.06
N 3.0223 4.2222 -0.3916 -0.04 0.02 -0.09
C 1.6311 4.3272 -0.4253 0.04 0.01 -0.04
C 1.0710 5.6066 -0.3423 0.03 -0.01 0.05
C -0.2948 5.8059 -0.4153 -0.05 -0.02 0.00
C -1.1468 4.7185 -0.5578 0.05 0.03 -0.01
C -0.5968 3.4514 -0.6469 0.02 -0.01 -0.03
C 0.7767 3.2241 -0.5957 0.05 -0.02 -0.02
C 1.2935 1.8256 -0.8861 -0.06 -0.05 -0.10
O 2.3371 1.6779 -1.4955 0.02 -0.04 0.04
O 0.5281 0.8466 -0.5163 -0.12 -0.15 0.10
C 5.0988 3.0619 -0.0049 0.01 -0.07 -0.05
C 5.6177 3.6371 -1.2937 0.01 0.00 -0.02
H 7.8272 1.4489 1.2718 0.00 -0.01 -0.01
H 7.8764 2.8708 0.2301 0.01 0.00 0.01
H 7.3941 1.3144 -0.4310 -0.01 0.01 -0.01
H 5.9697 1.0534 2.5880 0.00 0.01 0.01
H 3.6292 1.5271 3.2344 -0.01 0.00 -0.01
H 2.2444 3.0178 1.8185 -0.19 0.01 0.08
H 3.5211 5.0196 -0.7458 -0.02 0.03 0.01
H 1.7350 6.4529 -0.2065 0.00 -0.01 0.01
H -0.6933 6.8103 -0.3484 0.00 0.00 -0.01
H -2.2191 4.8566 -0.6096 -0.01 0.00 -0.02
H -1.2483 2.5996 -0.7864 -0.01 -0.02 -0.05
H 4.8416 3.5968 -2.0594 -0.02 -0.01 0.02
H 6.4780 3.0836 -1.6620 0.01 0.01 0.01
H 5.9298 4.6818 -1.1851 -0.01 0.00 0.00
C -0.7787 -7.1649 -4.9844 0.00 0.01 0.00
C -0.5507 -6.0677 -3.9812 0.01 0.01 -0.02
C -0.7984 -6.2676 -2.6298 -0.01 0.01 0.04
C -0.6004 -5.2511 -1.7022 0.01 -0.03 -0.05
C -0.1422 -4.0243 -2.1420 0.04 -0.01 -0.06
C 0.0988 -3.7904 -3.4912 -0.04 0.01 0.01
C -0.0990 -4.8138 -4.3988 0.00 -0.02 -0.01
S 0.0640 -2.7256 -0.9357 -0.15 0.08 0.28
C 1.8424 -2.5433 -1.0231 0.08 -0.05 -0.02
O -0.2379 -3.3344 0.3938 0.06 0.00 -0.11
H -0.9794 -8.1146 -4.4913 0.00 0.00 0.00
H 0.0907 -7.2921 -5.6305 0.00 0.00 0.00
H -1.6311 -6.9329 -5.6256 0.00 0.00 0.00
H -1.1562 -7.2325 -2.2912 0.01 0.00 0.00
H -0.7929 -5.3961 -0.6473 0.00 0.01 0.00
H 0.4364 -2.8181 -3.8326 0.01 0.00 0.01
H 0.0962 -4.6408 -5.4506 0.00 0.00 0.00
H 2.2756 -3.4396 -0.5797 0.03 0.00 -0.03
H 2.1068 -1.6476 -0.4631 -0.01 0.01 -0.01
H 2.1516 -2.4259 -2.0603 0.00 0.03 0.00
Cl -5.0757 3.7660 1.8671 0.02 -0.01 0.00
C -3.4458 3.2311 2.0638 -0.02 -0.01 -0.02
C -2.5303 3.9842 2.7774 0.04 0.01 0.03
C -1.2379 3.5020 2.8943 -0.03 -0.01 0.03
C -0.9163 2.3030 2.2854 0.05 0.02 0.10
N -1.7994 1.5887 1.5925 0.01 -0.12 -0.24
C -3.0474 2.0371 1.4877 -0.06 0.02 -0.01
H -2.8283 4.9212 3.2273 0.00 0.00 0.00
H -0.4844 4.0522 3.4404 -0.01 0.00 -0.01
H 0.0805 1.8908 2.3449 0.12 0.01 -0.03
H -3.7545 1.4366 0.9279 0.01 -0.01 0.00

***

13
Properties=species:S:1:pos:R:3:forces:R:3 method="wB97M-V/def2-TZVPD" homo_energy_ev=-8.62 charge=0 orbital_gap_ev=8.145
C -2.2613 -0.3118 0.2990 -4.19 0.97 1.83
C 0.4843 -0.0592 0.1741 2.35 -0.73 -0.18
C 0.2113 1.4278 0.5830 1.58 0.76 0.90
H -3.0173 -1.3926 0.7498 1.76 3.94 -1.68
H -2.7505 0.4212 -0.6517 0.78 -2.42 3.11
H -2.0675 0.3901 1.2973 -0.65 -2.03 -2.80
H -0.5266 1.5878 1.4148 0.57 -0.63 -0.74
H 1.1616 1.9634 1.0006 -1.36 -1.50 -0.91
H -1.2742 1.5638 -0.7834 3.51 2.90 0.24
H 0.2725 2.1987 -1.4409 -0.67 -0.45 1.87
N -0.2938 2.2066 -0.5377 -3.61 -2.44 -2.15
S -0.8945 -1.1791 -0.2623 3.37 0.69 0.25
S 2.1227 -0.6034 0.0024 -3.45 0.94 0.26

***

66
Properties=species:S:1:pos:R:3:forces:R:3 method="wB97M-V/def2-TZVPD" homo_energy_ev=-7.92 charge=0 orbital_gap_ev=8.581 smiles="COCCNC(=S)N1CCc2cc(OC)c(OC)cc2[C@H]1COc1ccc(C(C)C)cc1"
C 1.0767 -2.0492 -3.6725 -0.11 0.06 -0.06
O 1.8378 -2.8296 -2.7885 0.25 -0.16 0.17
C 1.2867 -4.1118 -2.5612 0.04 -0.20 0.18
C 2.1132 -4.7919 -1.4653 -0.24 0.00 -0.51
N 2.1639 -3.9471 -0.2954 0.07 0.61 0.03
C 1.0937 -3.8495 0.5394 0.26 -0.25 0.21
S 0.1521 -5.1767 0.8462 -0.47 -0.58 0.03
N 0.8986 -2.6634 1.1734 0.33 0.02 -0.10
C -0.0479 -2.5845 2.2679 -0.47 -0.06 0.31
C -1.4191 -2.1265 1.7808 0.19 -0.14 0.02
C -1.3081 -0.9534 0.8484 0.25 0.03 -0.07
C -2.4355 -0.1813 0.5705 -0.09 0.21 -0.09
C -2.3950 0.8501 -0.3470 0.00 0.12 -0.09
O -3.4312 1.6812 -0.6449 0.40 -0.07 -0.14
C -4.6449 1.5054 0.0415 -0.19 -0.04 0.11
C -1.2030 1.0824 -1.0696 -0.04 0.03 -0.08
O -1.2681 2.0686 -2.0058 -0.29 -0.16 0.28
C -0.1142 2.3508 -2.7573 0.21 0.04 -0.10
C -0.0895 0.3174 -0.7891 -0.27 0.09 -0.22
C -0.1190 -0.6653 0.2016 -0.22 -0.23 -0.08
C 1.1685 -1.3856 0.5365 0.36 0.52 -0.04
C 2.1096 -0.5451 1.4482 -0.12 -0.51 0.11
O 2.4610 0.6968 0.8979 -0.04 0.27 -0.22
C 1.6192 1.7715 1.0320 0.04 0.42 0.07
C 1.9592 2.8887 0.2703 0.09 -0.28 0.11
C 1.1471 4.0032 0.2563 -0.06 -0.05 0.08
C -0.0242 4.0461 1.0044 -0.17 -0.01 0.15
C -0.9733 5.2141 0.9178 0.09 0.16 -0.16
C -1.5758 5.2875 -0.4879 -0.13 -0.05 0.28
C -0.2877 6.5298 1.2903 -0.20 -0.19 0.10
C -0.3179 2.9545 1.8061 0.08 0.11 -0.08
C 0.4885 1.8309 1.8347 0.30 -0.26 0.16
H 0.9724 -2.5394 -4.6474 0.00 0.03 0.00
H 1.6124 -1.1096 -3.7966 -0.08 0.04 -0.06
H 0.0762 -1.8523 -3.2661 0.04 0.02 -0.03
H 1.3009 -4.7086 -3.4840 0.00 0.04 0.05
H 0.2436 -4.0154 -2.2237 0.07 -0.04 -0.02
H 1.6533 -5.7427 -1.1919 0.16 0.09 -0.08
H 3.1345 -4.9567 -1.8105 -0.03 -0.03 0.00
H 2.6953 -3.1019 -0.4534 -0.09 -0.07 0.08
H -0.1195 -3.5735 2.7228 0.05 0.21 -0.01
H 0.3436 -1.8868 3.0123 -0.02 0.00 -0.03
H -2.0563 -1.8870 2.6337 -0.01 0.00 0.03
H -1.8877 -2.9545 1.2390 0.01 -0.02 0.09
H -3.3487 -0.4095 1.0972 -0.16 0.02 0.04
H -5.3107 2.2795 -0.3369 0.01 -0.07 0.06
H -5.0843 0.5224 -0.1585 0.03 0.03 0.02
H -4.5188 1.6330 1.1219 0.00 -0.02 -0.03
H 0.1921 1.4896 -3.3616 0.00 0.01 0.02
H 0.7145 2.6622 -2.1142 -0.04 -0.04 -0.06
H -0.3905 3.1717 -3.4173 0.07 -0.04 0.01
H 0.8329 0.4836 -1.3220 0.12 0.09 -0.08
H 1.7006 -1.5399 -0.4080 -0.09 -0.04 0.14
H 1.6730 -0.4235 2.4431 0.07 -0.03 -0.05
H 3.0525 -1.0917 1.5572 -0.15 0.03 0.03
H 2.8600 2.8482 -0.3237 0.10 -0.01 -0.08
H 1.4244 4.8433 -0.3630 0.04 0.12 -0.09
H -1.7881 5.0413 1.6297 0.07 -0.04 -0.03
H -0.8068 5.5199 -1.2208 0.11 0.04 -0.13
H -2.3378 6.0629 -0.5320 -0.08 0.12 -0.07
H -2.0281 4.3356 -0.7575 -0.05 -0.07 -0.09
H -1.0094 7.3438 1.2831 -0.03 0.13 -0.02
H 0.1484 6.4623 2.2848 0.07 0.06 0.08
H 0.5034 6.7699 0.5846 0.11 0.05 -0.09
H -1.2093 2.9671 2.4171 -0.12 0.01 0.05
H 0.1944 1.0029 2.4593 -0.02 -0.10 0.00